ORCA calculation (ωB97M-V/def2-TZVPD) on a single C2H6N molecule.

## Properties
Total energy: -3657.116 eV
LUMO level (alpha / beta): 0.400 / 0.330 eV
Energy relative to the best compared isomer or geometry (same formula, charge and spin): 36.07 kcal per mole
HOMO-LUMO gap (alpha / beta): 0.173 / 0.296 Eh
⟨S²⟩: 0.7541
2S+1: 2
HOMO (alpha / beta): -0.1583 / -0.2838 hartree
Strongest force on any atom: 0.01964 hartree/bohr

Structure (XYZ):
```
9
Properties=species:S:1:pos:R:3:forces:R:3:mulliken_charge:R:1
C -0.177 -0.604 0.299 -0.18 -0.70 -0.71 -0.28
C 0.164 0.245 1.359 0.18 0.28 -0.09 -0.84
N 0.043 -0.013 -1.080 0.11 0.51 -0.32 -0.40
H -1.121 -1.151 0.243 0.08 -0.03 0.10 0.15
H 0.236 -0.182 2.348 0.00 0.33 0.09 0.25
H 0.577 1.225 1.135 0.15 -0.01 0.32 0.17
H -0.849 0.022 -1.581 0.26 -0.07 -0.13 0.33
H 0.735 -0.499 -1.665 -0.36 -0.15 0.34 0.33
H 0.392 0.957 -1.057 -0.25 -0.16 0.41 0.30
```
Positions in Å, forces in eV/Å.


ORCA calculation (ωB97M-V/def2-TZVPD) on a single C2H6N2 molecule.

## Properties
Total energy: -5148.683 eV
Structure (SMILES): CC1NN1
LUMO level: 1.265 eV
Energy relative to the best compared isomer or geometry (same formula, charge and spin): 74.64 kcal per mole
HOMO-LUMO gap: 0.386 Eh
HOMO: -0.3393 hartree
Strongest force on any atom: 0.07074 hartree/bohr

Structure (XYZ):
```
10
Properties=species:S:1:pos:R:3:forces:R:3:mulliken_charge:R:1
C -0.418 -0.441 -0.199 0.80 -0.70 -3.48 0.33
C 0.982 -0.047 0.209 -0.25 1.38 -0.09 -0.90
N -1.505 -0.178 0.616 -2.55 -0.80 1.75 -0.47
N -1.392 0.590 -0.669 -0.76 -2.28 0.20 -0.49
H -0.382 -1.317 -0.977 -0.54 1.35 1.65 0.29
H 1.371 -0.821 0.937 0.13 1.06 -1.07 0.26
H 0.806 0.944 0.700 0.59 -0.85 0.21 0.23
H 1.607 0.243 -0.729 -0.81 -1.20 1.71 0.27
H -2.360 -0.892 0.765 2.59 2.00 -1.48 0.25
H -1.254 1.561 -0.435 0.79 0.06 0.59 0.24
```
Positions in Å, forces in eV/Å.


ORCA calculation (ωB97M-V/def2-TZVPD) on a single C2H6N2O molecule.

## Properties
Total energy: -7197.981 eV
Structure (SMILES): CN(N)C=O
LUMO level: 0.735 eV
Energy relative to the best compared isomer or geometry (same formula, charge and spin): 41.67 kcal per mole
HOMO-LUMO gap: 0.381 Eh
HOMO: -0.3543 hartree
Strongest force on any atom: 0.01837 hartree/bohr

Structure (XYZ):
```
11
Properties=species:S:1:pos:R:3:forces:R:3:mulliken_charge:R:1
C -1.025 -0.637 0.005 0.07 0.33 0.70 -0.82
C 1.445 -0.496 -0.043 0.06 -0.92 0.19 0.19
H -1.550 -0.387 0.954 0.18 -0.06 -0.58 0.30
H -1.683 -0.444 -0.845 0.09 0.13 0.03 0.29
H -0.798 -1.687 0.035 0.03 -0.55 -0.06 0.29
H -0.280 1.788 0.841 0.11 -0.10 -0.18 0.24
H -0.366 1.829 -0.814 0.25 -0.07 0.36 0.25
H 1.347 -1.617 -0.055 0.07 0.54 -0.05 0.18
N 0.226 0.093 -0.074 -0.72 0.37 -0.05 0.23
N 0.181 1.488 -0.018 -0.43 0.29 -0.28 -0.63
O 2.503 0.069 0.014 0.31 0.03 -0.07 -0.52
```
Positions in Å, forces in eV/Å.


ORCA calculation (ωB97M-V/def2-TZVPD) on a single C2H6N2O molecule.

## Properties
Total energy: -7194.623 eV
Structure (SMILES): N/N=C\CO
LUMO level: 0.655 eV
Energy relative to the best compared isomer or geometry (same formula, charge and spin): 119.10 kcal per mole
HOMO-LUMO gap: 0.342 Eh
HOMO: -0.3184 hartree
Strongest force on any atom: 0.11162 hartree/bohr

Structure (XYZ):
```
11
Properties=species:S:1:pos:R:3:forces:R:3:mulliken_charge:R:1
C -0.123 0.953 -0.388 -1.03 4.06 -1.93 -0.02
C 1.000 0.351 0.303 3.07 -1.55 0.64 -0.30
H -0.959 -0.433 1.076 -2.66 -2.78 -3.11 0.27
H -2.245 -1.298 -0.324 2.00 1.58 2.20 0.26
H 0.078 2.035 -0.691 -0.82 -1.60 -0.14 0.30
H 1.953 0.984 0.699 -2.78 -1.10 -1.20 0.26
H 0.532 -0.163 1.186 1.41 0.06 -0.13 0.17
H 0.809 -1.450 -0.582 3.46 3.07 -0.76 0.39
N -1.376 -0.726 0.014 -0.75 -2.92 2.78 -0.43
N -1.296 0.418 -0.622 2.80 3.22 -0.93 -0.37
O 1.628 -0.672 -0.670 -4.70 -2.03 2.59 -0.52
```
Positions in Å, forces in eV/Å.


ORCA calculation (ωB97M-V/def2-TZVPD) on a single C2H6N2O molecule.

## Properties
Total energy: -7199.055 eV
Structure (SMILES): NCNC=O
LUMO level: 0.971 eV
Energy relative to the best compared isomer or geometry (same formula, charge and spin): 16.88 kcal per mole
HOMO-LUMO gap: 0.401 Eh
HOMO: -0.3658 hartree
Strongest force on any atom: 0.01899 hartree/bohr

Structure (XYZ):
```
11
Properties=species:S:1:pos:R:3:forces:R:3:mulliken_charge:R:1
O -1.093 -0.594 1.774 -0.14 0.14 0.20 -0.52
C -0.152 -1.126 1.246 0.25 -0.48 -0.78 0.09
N 0.246 -0.947 -0.065 -0.05 0.76 0.48 -0.28
C -0.282 0.215 -0.785 -0.26 -0.74 0.59 -0.41
N 0.599 1.367 -0.621 -0.55 0.12 -0.14 -0.66
H 0.464 -1.908 1.717 0.00 0.07 0.33 0.33
H 1.237 -1.113 -0.187 -0.09 -0.13 -0.27 0.28
H -1.289 0.351 -0.381 0.07 0.12 0.02 0.32
H -0.412 -0.063 -1.822 0.33 0.18 -0.37 0.36
H 0.214 2.107 -1.203 0.28 0.04 -0.09 0.25
H 0.469 1.713 0.327 0.15 -0.07 0.03 0.24
```
Positions in Å, forces in eV/Å.


ORCA calculation (ωB97M-V/def2-TZVPD) on 2 unconnected molecules or ions with the total composition C2H6N2O.

## Properties
Total energy: -7193.547 eV
LUMO level (alpha / beta): 0.391 / -0.582 eV
Energy relative to the best compared isomer or geometry (same formula, charge and spin): 143.91 kcal per mole
HOMO-LUMO gap (alpha / beta): 0.336 / 0.290 Eh
HOMO (alpha / beta): -0.3218 / -0.3109 hartree
Strongest force on any atom: 0.10819 hartree/bohr

Structure (XYZ):
```
11
Properties=species:S:1:pos:R:3:forces:R:3:mulliken_charge:R:1
C -0.775 0.316 0.117 -1.65 -0.74 -0.06 0.04
C 2.299 0.016 0.082 -2.23 0.05 3.57 -0.95
N -2.186 0.149 0.357 3.13 -4.16 -1.97 -0.49
N -0.073 -0.520 -0.588 -0.42 0.64 1.29 0.08
O -0.393 -1.626 -1.069 -0.10 0.81 0.09 -0.48
H -0.406 1.174 0.643 0.99 0.06 -0.34 0.29
H 1.902 -0.082 1.090 0.40 -0.27 -0.09 0.28
H 2.035 0.897 -0.326 -0.23 2.67 -1.87 0.38
H 2.811 -0.745 -0.316 1.81 -2.40 -1.68 0.36
H -2.715 0.941 0.390 -1.43 2.62 0.01 0.24
H -2.500 -0.518 -0.379 -0.28 0.72 1.05 0.26
```
Positions in Å, forces in eV/Å.


ORCA calculation (ωB97M-V/def2-TZVPD) on a single C2H6N2O molecule.

## Properties
Total energy: -7196.783 eV
Structure (SMILES): NC/C=N\O
LUMO level: 0.794 eV
Energy relative to the best compared isomer or geometry (same formula, charge and spin): 69.28 kcal per mole
HOMO-LUMO gap: 0.391 Eh
HOMO: -0.3618 hartree
Strongest force on any atom: 0.01383 hartree/bohr

Structure (XYZ):
```
11
Properties=species:S:1:pos:R:3:forces:R:3:mulliken_charge:R:1
C -0.626 0.323 0.426 -0.11 0.28 0.43 -1.01
C 0.621 0.942 -0.177 0.35 -0.61 -0.06 0.26
H -1.646 -0.356 -1.205 0.10 -0.18 0.19 0.25
H -0.570 -1.438 -0.632 0.00 -0.02 -0.08 0.28
H -1.366 1.121 0.575 0.18 -0.24 -0.06 0.30
H -0.414 -0.042 1.450 -0.03 0.04 -0.34 0.39
H 0.603 1.965 -0.534 0.02 0.00 -0.03 0.39
H 1.103 -1.148 0.727 0.22 0.16 -0.23 0.34
N -1.257 -0.750 -0.350 -0.02 0.34 -0.15 -0.51
N 1.737 0.344 -0.364 -0.55 0.38 0.12 -0.37
O 1.816 -0.964 0.084 -0.17 -0.14 0.22 -0.32
```
Positions in Å, forces in eV/Å.


ORCA calculation (ωB97M-V/def2-TZVPD) on 2 unconnected molecules or ions with the total composition C2H6N2O2.

## Properties
Total energy: -9243.756 eV
LUMO level: 0.816 eV
Energy relative to the best compared isomer or geometry (same formula, charge and spin): 82.12 kcal per mole
HOMO-LUMO gap: 0.328 Eh
HOMO: -0.2977 hartree
Strongest force on any atom: 0.04782 hartree/bohr

Structure (XYZ):
```
12
Properties=species:S:1:pos:R:3:forces:R:3:mulliken_charge:R:1
C -1.953 -0.745 0.298 -1.33 -1.23 -0.36 0.03
C 2.115 0.446 0.190 0.34 0.27 0.15 -0.81
O -1.668 -1.510 -0.585 0.20 0.45 0.54 -0.46
O -2.567 0.431 0.119 0.26 0.56 -0.13 -0.41
N 0.523 0.056 -1.546 -0.14 0.25 -1.61 -0.68
N 0.792 0.192 -0.410 -0.81 -0.70 2.21 0.46
H -2.592 0.635 -0.834 0.08 -0.22 0.14 0.35
H -1.973 -1.007 1.371 0.46 0.22 -0.15 0.44
H 0.030 -0.013 0.381 1.15 0.49 -0.73 0.19
H 2.052 1.326 0.834 -0.02 -0.08 -0.02 0.29
H 2.405 -0.419 0.787 -0.08 0.00 0.01 0.29
H 2.836 0.609 -0.607 -0.12 -0.02 -0.04 0.32
```
Positions in Å, forces in eV/Å.


ORCA calculation (ωB97M-V/def2-TZVPD) on a molecular structure, C2H6N2O2.

## Properties
Total energy: -9242.311 eV
LUMO level (alpha / beta): 0.085 / 0.314 eV
Energy relative to the best compared isomer or geometry (same formula, charge and spin): 115.45 kcal per mole
HOMO-LUMO gap (alpha / beta): 0.249 / 0.289 Eh
HOMO (alpha / beta): -0.2455 / -0.2776 hartree
Strongest force on any atom: 0.01944 hartree/bohr

Structure (XYZ):
```
12
Properties=species:S:1:pos:R:3:forces:R:3:mulliken_charge:R:1
C -0.859 0.472 1.394 -0.14 0.31 -0.94 -0.67
N 0.681 -1.038 -0.797 0.19 0.77 0.18 0.29
N -0.059 -1.891 -0.072 -0.30 -0.36 -0.19 -0.88
C 0.424 0.255 -0.928 0.30 -0.43 0.27 0.56
O 1.470 1.019 -1.363 -0.27 -0.09 -0.04 -0.48
O -0.640 0.762 -0.444 0.04 -0.31 0.91 -0.53
H 1.149 1.922 -1.476 -0.04 -0.09 -0.03 0.34
H 1.621 -1.353 -1.009 -0.11 0.10 -0.02 0.25
H -1.027 -1.596 -0.193 0.09 0.11 0.08 0.23
H 0.031 0.115 1.892 0.13 -0.01 -0.25 0.33
H -1.081 1.522 1.509 0.03 -0.03 0.14 0.25
H -1.712 -0.186 1.486 0.07 0.03 -0.11 0.31
```
Positions in Å, forces in eV/Å.


ORCA calculation (ωB97M-V/def2-TZVPD) on a molecular structure, C2H6N2O2.

## Properties
Total energy: -9241.844 eV
LUMO level: 0.008 eV
Energy relative to the best compared isomer or geometry (same formula, charge and spin): 126.23 kcal per mole
HOMO-LUMO gap: 0.349 Eh
HOMO: -0.3490 hartree
Strongest force on any atom: 0.09113 hartree/bohr

Structure (XYZ):
```
12
Properties=species:S:1:pos:R:3:forces:R:3:mulliken_charge:R:1
C -0.847 -1.196 0.479 -1.64 3.40 -2.78 -0.86
C 0.045 0.264 -0.526 -2.77 -3.49 0.94 -0.06
N -0.483 1.430 -0.039 -2.41 -0.92 -3.30 -0.51
N 1.378 0.002 -0.167 3.40 -0.71 1.04 0.84
O 1.990 -0.876 -0.762 -0.60 0.07 -0.29 -0.55
O 1.892 0.618 0.759 -0.68 0.26 -0.06 -0.59
H -0.186 -1.919 0.786 1.98 -1.29 1.03 0.35
H -1.209 -0.444 1.230 -0.01 -1.43 -0.59 0.30
H -1.633 -1.783 -0.152 1.13 1.75 1.01 0.24
H -0.035 -0.014 -1.572 -0.44 0.47 0.09 0.43
H -0.856 2.063 -0.713 -0.09 0.25 -0.33 0.19
H -0.056 1.854 0.676 2.13 1.64 3.25 0.22
```
Positions in Å, forces in eV/Å.